{"formula": "C27H52P2PbSi", "method": "wB97M-V/def2-TZVPD", "species": ["Pb", "P", "P", "Si", "C", "C", "C", "C", "C", "C", "C", "C", "C", "C", "C", "C", "C", "C", "C", "C", "C", "C", "C", "C", "C", "C", "C", "C", "C", "C", "C", "H", "H", "H", "H", "H", "H", "H", "H", "H", "H", "H", "H", "H", "H", "H", "H", "H", "H", "H", "H", "H", "H", "H", "H", "H", "H", "H", "H", "H", "H", "H", "H", "H", "H", "H", "H", "H", "H", "H", "H", "H", "H", "H", "H", "H", "H", "H", "H", "H", "H", "H", "H"], "xyz": [[-1.109, 3.246, -0.542], [2.084, -0.247, -1.712], [-1.046, -1.604, -1.800], [2.133, -2.229, -0.476], [-2.536, 4.624, -1.676], [-0.329, -0.814, -3.319], [0.496, -2.389, 4.259], [-1.562, -3.258, -2.470], [-3.146, -2.317, 3.463], [-0.255, 4.006, -3.624], [0.709, 0.263, -2.916], [3.504, -1.932, 0.799], [1.804, -3.045, 4.446], [-1.566, 3.211, -3.631], [-0.853, -4.472, 3.563], [-1.862, 5.909, -2.062], [3.726, 0.216, -2.386], [-1.160, -0.803, 4.157], [1.925, 0.994, -0.349], [-0.455, 6.162, -1.514], [-0.712, -3.036, 3.879], [0.645, -2.844, 0.537], [-2.653, -0.756, -1.631], [0.442, 3.908, -2.290], [-1.738, -2.059, 3.820], [0.339, 4.902, -1.293], [0.224, -1.007, 4.421], [2.526, -3.302, -1.983], [-2.446, 3.386, -2.400], [-1.890, 0.476, 4.235], [1.215, 0.017, 4.803], [-3.265, 2.645, -2.277], [2.418, -2.483, 5.160], [3.662, 1.145, -2.976], [4.396, -2.524, 0.558], [-0.414, 5.043, -3.951], [1.994, 0.134, 4.032], [-2.124, 3.453, -4.551], [3.812, -0.881, 0.861], [-3.623, -2.997, 4.186], [-1.145, -0.372, -3.909], [-2.474, 0.560, 5.165], [1.328, 3.262, -2.279], [4.457, 0.375, -1.573], [0.049, 6.845, -2.231], [1.044, 4.938, -0.446], [0.178, 1.113, -2.441], [-1.856, 6.005, -3.154], [4.120, -0.588, -3.028], [1.722, -0.268, 5.738], [-0.202, -2.132, 0.568], [0.135, -1.611, -3.925], [2.861, 1.028, 0.235], [1.204, 0.646, -3.818], [-2.500, 0.167, -1.042], [2.383, -3.130, 3.514], [-1.304, 2.148, -3.719], [-0.685, -3.934, -2.487], [2.940, -2.724, -2.826], [-1.202, 1.328, 4.206], [-3.311, -1.447, -1.063], [-1.889, -4.797, 3.709], [1.673, -4.062, 4.836], [0.736, 0.991, 4.950], [0.261, -3.804, 0.146], [-3.348, 4.770, -0.939], [0.957, -3.019, 1.581], [1.098, 0.758, 0.340], [-0.509, 6.710, -0.553], [3.178, -2.227, 1.807], [-0.578, -4.695, 2.520], [-0.205, -5.078, 4.209], [3.271, -4.060, -1.701], [-2.309, -3.660, -1.755], [0.423, 3.606, -4.410], [-2.501, 6.740, -1.704], [1.627, -3.824, -2.346], [-3.227, -2.789, 2.471], [-2.599, 0.584, 3.404], [1.757, 2.001, -0.769], [-3.716, -1.383, 3.442], [-3.145, -0.505, -2.597], [-2.009, -3.206, -3.473]], "spin_multiplicity": 1, "e_lumo_ev": [-8.032, -8.030], "energy_ev": -60527.689, "mol_weight_g_mol": 673.95, "orbital_gap_ev": [2.6, 2.6], "charge": 2, "e_above_lowest_kj_mol": 35.83}

{"formula": "C27H53AlBrCl4FKN2O18P3S3", "method": "wB97M-V/def2-TZVPD", "species": ["Br", "K", "Cl", "Cl", "Cl", "Cl", "S", "S", "S", "P", "P", "P", "Al", "F", "O", "O", "O", "O", "O", "O", "O", "O", "O", "O", "O", "O", "O", "O", "O", "O", "O", "O", "N", "N", "C", "C", "C", "C", "C", "C", "C", "C", "C", "C", "C", "C", "C", "C", "C", "C", "C", "C", "C", "C", "C", "C", "C", "C", "C", "C", "C", "H", "H", "H", "H", "H", "H", "H", "H", "H", "H", "H", "H", "H", "H", "H", "H", "H", "H", "H", "H", "H", "H", "H", "H", "H", "H", "H", "H", "H", "H", "H", "H", "H", "H", "H", "H", "H", "H", "H", "H", "H", "H", "H", "H", "H", "H", "H", "H", "H", "H", "H", "H", "H"], "xyz": [[9.276, 4.836, -6.684], [-7.152, 0.507, 0.853], [3.808, 4.267, 4.593], [6.346, -6.979, -1.142], [7.282, 3.520, -3.928], [1.344, 1.904, 0.124], [-4.341, -0.334, -3.717], [2.769, 0.486, -4.570], [-2.788, -2.060, -1.728], [3.284, 2.991, -1.751], [2.677, 4.313, 0.764], [3.710, -3.410, 1.620], [7.723, 0.725, -1.701], [-3.822, -0.431, 3.759], [-9.643, -1.392, 3.089], [8.173, 3.484, -5.071], [-10.722, -6.189, 5.099], [1.460, 0.971, -4.196], [4.405, 4.350, -1.856], [3.254, -0.591, -3.445], [2.589, -0.564, -5.804], [-8.082, -5.557, 4.697], [7.112, 2.179, -3.405], [5.161, -3.842, 0.963], [3.412, -2.436, 0.222], [3.877, 1.363, -4.871], [4.008, -4.385, 3.018], [2.618, -4.384, 1.168], [-12.277, -1.991, 3.574], [7.849, 4.372, -2.900], [5.994, 4.047, -4.335], [4.121, 1.568, -1.193], [1.942, 3.390, -0.605], [-2.923, 0.935, -1.563], [-9.872, -2.497, 3.569], [3.123, -1.833, -5.430], [-1.479, 3.061, -2.259], [-11.276, -2.904, 3.852], [-5.306, 1.109, -0.678], [0.066, -2.912, -1.751], [2.973, -1.908, -3.913], [0.823, 4.164, -1.310], [-0.450, -2.648, -0.201], [5.393, -5.174, 0.543], [4.856, 4.271, 2.712], [-3.715, 1.433, 1.560], [4.292, 3.495, 1.381], [-8.800, -3.453, 3.887], [0.135, 3.333, -2.557], [1.469, 3.308, 3.318], [-1.872, -1.813, -0.113], [-11.561, -4.107, 4.355], [-1.763, 1.452, -2.384], [1.448, 4.533, 2.212], [-4.805, 0.491, 0.769], [-4.083, 1.902, -1.498], [5.282, -4.423, 3.626], [-3.352, -0.352, -2.299], [-9.085, -4.654, 4.393], [-10.491, -5.072, 4.650], [2.909, -1.154, 0.541], [-2.621, 1.210, 1.137], [1.678, 5.529, 2.818], [5.152, -4.401, 4.709], [0.345, -1.987, 0.388], [1.964, -1.250, 1.086], [-2.136, 3.597, -3.095], [5.976, 4.616, 2.645], [2.585, -2.638, -5.938], [0.030, 4.439, -0.487], [2.734, -0.604, -0.385], [-7.783, -3.138, 3.693], [-4.459, 2.300, -2.532], [5.764, -5.374, 3.369], [6.345, -5.500, 0.960], [-0.491, -3.798, -2.292], [0.086, -1.939, -2.416], [4.041, 2.367, 1.631], [-3.867, 2.869, -0.831], [-4.382, -0.607, 0.691], [0.675, 2.294, -2.782], [-6.082, 1.973, -0.406], [0.364, 4.610, 1.759], [3.656, -2.631, -3.462], [-2.581, -2.233, 0.745], [1.201, -3.266, -1.647], [-11.817, -1.200, 3.219], [4.171, 4.766, -2.758], [2.553, 2.857, 3.500], [-1.822, 1.123, -3.530], [5.463, -5.205, -0.547], [4.614, -5.861, 0.883], [-3.941, 2.580, 1.344], [4.180, 5.204, 2.939], [4.178, -1.859, -5.724], [1.340, 5.136, -1.755], [-12.578, -4.417, 4.563], [-3.668, 1.244, 2.726], [-0.791, 0.898, -1.969], [-0.645, -3.694, 0.300], [3.637, -0.612, 1.148], [-1.650, -0.699, 0.168], [5.164, 3.470, 0.590], [-8.542, -6.350, 5.047], [0.206, 3.936, -3.581], [5.913, -3.589, 3.322], [-5.772, 0.451, 1.469], [4.703, 3.520, 3.624], [1.022, 3.660, 4.366], [0.777, 2.419, 2.944], [-5.891, 0.352, -1.352], [1.944, -2.154, -3.631], [-1.813, 3.502, -1.220], [3.568, 0.774, -1.493]], "spin_multiplicity": 1, "e_lumo_ev": -5.314, "energy_ev": -274800.366, "mol_weight_g_mol": 1189.63, "orbital_gap_ev": 1.2, "e_above_lowest_kj_mol": 1125.98}

{"formula": "C27H53AlBrF7I2NO8Si", "method": "wB97M-V/def2-TZVPD", "species": ["I", "I", "Br", "Si", "Al", "F", "F", "F", "F", "F", "F", "F", "O", "O", "O", "O", "O", "O", "O", "O", "N", "C", "C", "C", "C", "C", "C", "C", "C", "C", "C", "C", "C", "C", "C", "C", "C", "C", "C", "C", "C", "C", "C", "C", "C", "C", "C", "C", "H", "H", "H", "H", "H", "H", "H", "H", "H", "H", "H", "H", "H", "H", "H", "H", "H", "H", "H", "H", "H", "H", "H", "H", "H", "H", "H", "H", "H", "H", "H", "H", "H", "H", "H", "H", "H", "H", "H", "H", "H", "H", "H", "H", "H", "H", "H", "H", "H", "H", "H", "H", "H"], "xyz": [[-2.341, 0.326, 3.025], [-1.736, -2.784, -5.587], [-1.514, 4.770, 0.518], [3.642, -0.230, -1.979], [1.358, 0.168, -9.637], [2.579, 0.924, -10.669], [1.808, -1.514, -9.321], [1.252, 1.046, -8.100], [1.155, 4.129, -0.965], [1.404, 3.719, 1.220], [1.609, 2.052, -0.262], [-0.211, 0.215, -10.452], [2.987, 1.202, -2.739], [-6.323, -2.715, -0.465], [-5.046, -1.621, -2.106], [0.614, -0.418, 6.964], [-1.258, 1.887, 0.817], [-0.274, -1.690, 9.483], [0.407, 0.851, 2.073], [-0.567, 1.635, -2.098], [-0.709, 2.807, 3.025], [-4.730, 0.871, -2.107], [-0.564, 1.773, -3.546], [-1.122, 0.402, -4.145], [0.191, -2.940, 8.995], [4.399, -1.448, -3.242], [-4.528, -4.055, -1.404], [-3.291, 0.985, -1.359], [-0.724, 2.961, 0.081], [1.946, 0.846, -3.683], [0.437, 0.258, 8.207], [0.970, 2.082, -3.954], [0.843, 3.169, 0.039], [-0.034, -1.365, -5.688], [2.359, 0.134, 3.370], [4.961, 0.433, -0.724], [2.866, -1.367, 3.667], [0.734, 0.196, 3.310], [-0.702, 0.106, -5.661], [2.228, -0.981, -0.908], [-1.230, 2.727, -1.447], [-0.767, 1.654, 2.121], [-5.378, -2.701, -1.280], [-2.814, 2.492, -1.542], [2.899, -2.281, 2.335], [-5.593, -0.366, -1.577], [0.716, -0.668, 9.383], [-0.622, -0.782, 6.365], [0.917, -3.366, 9.694], [-0.660, 2.539, 4.013], [-1.276, -1.303, 7.069], [-1.127, 0.111, 5.982], [-4.462, 0.613, -3.198], [-2.639, 0.202, -1.849], [2.131, -1.885, 4.374], [4.186, -1.050, -4.293], [3.186, -3.334, 2.699], [1.310, 2.912, -3.234], [-0.567, 0.690, 8.278], [4.679, 0.047, 0.318], [2.733, 0.374, 2.309], [1.160, 1.079, 8.227], [5.531, -1.448, -3.122], [1.415, -0.114, -3.388], [0.665, -0.085, 10.308], [0.592, -1.596, -6.621], [-1.669, 0.023, -6.273], [-3.433, 3.138, -0.845], [0.645, -2.845, 8.005], [-4.183, -4.221, -2.475], [-6.653, -0.280, -1.968], [0.426, 0.737, 4.254], [-3.646, -4.041, -0.674], [-1.224, 2.609, -3.943], [3.957, -2.495, -3.196], [-0.412, -1.449, 5.527], [0.568, -1.585, -4.737], [2.802, 0.910, 4.067], [-3.524, 0.760, -0.258], [1.065, 2.520, -4.996], [2.396, -0.650, 0.164], [3.706, -1.969, 1.603], [-5.179, -4.939, -1.089], [3.910, -1.351, 4.108], [0.412, -0.906, 3.356], [2.120, -2.108, -1.011], [6.016, 0.103, -0.992], [-1.641, 3.256, 2.936], [1.880, -2.385, 1.842], [1.255, -0.472, -1.249], [-0.762, -0.443, -3.478], [-3.113, 2.806, -2.609], [2.475, 0.623, -4.681], [-5.293, 1.854, -2.140], [-1.019, 3.658, -2.088], [4.887, 1.568, -0.693], [-0.089, 0.918, -6.161], [-5.537, -0.341, -0.435], [-2.264, 0.436, -4.023], [-0.662, -3.616, 8.922], [1.719, -1.100, 9.312]], "spin_multiplicity": 1, "e_lumo_ev": 1.352, "energy_ev": -166476.944, "mol_weight_g_mol": 1041.49, "orbital_gap_ev": 8.5, "charge": -1}

{"formula": "C27H53N3O18", "method": "wB97M-V/def2-TZVPD", "species": ["O", "O", "O", "O", "O", "O", "O", "O", "O", "O", "O", "O", "O", "O", "O", "O", "O", "O", "N", "N", "N", "C", "C", "C", "C", "C", "C", "C", "C", "C", "C", "C", "C", "C", "C", "C", "C", "C", "C", "C", "C", "C", "C", "C", "C", "C", "C", "C", "H", "H", "H", "H", "H", "H", "H", "H", "H", "H", "H", "H", "H", "H", "H", "H", "H", "H", "H", "H", "H", "H", "H", "H", "H", "H", "H", "H", "H", "H", "H", "H", "H", "H", "H", "H", "H", "H", "H", "H", "H", "H", "H", "H", "H", "H", "H", "H", "H", "H", "H", "H", "H"], "xyz": [[2.431, -5.207, 4.394], [-2.093, 5.165, 2.740], [4.252, -5.188, -2.669], [5.043, -5.037, -0.572], [-3.836, 1.036, 2.357], [0.248, 1.031, -4.234], [2.945, -4.722, -0.903], [-1.407, 1.402, -5.759], [-0.461, 4.634, 1.440], [-5.539, -1.148, -1.686], [-1.743, 1.408, -3.525], [1.954, 2.059, 2.812], [1.999, -3.929, 2.751], [-2.151, 5.827, 0.584], [2.131, -0.108, 2.207], [0.494, -4.025, 4.392], [0.292, 0.657, 3.094], [-3.866, 1.059, -0.645], [0.334, -1.987, -0.907], [3.092, 2.829, -1.453], [3.715, -1.038, -3.119], [-1.000, 1.274, -4.639], [0.125, 4.330, 0.191], [6.316, -5.569, -0.948], [-4.508, 1.283, 3.595], [1.519, 0.820, 2.641], [3.298, 2.316, 2.456], [-4.185, -1.298, -1.327], [4.113, -5.007, -1.490], [1.229, -3.045, 1.966], [0.223, 0.586, -0.556], [-0.520, 1.716, 3.593], [1.827, -4.629, -1.755], [2.049, -5.888, 5.592], [3.729, -1.008, -1.972], [3.944, 2.581, -3.901], [-3.849, -0.296, -0.234], [0.242, -0.850, -0.781], [1.173, 0.787, -5.280], [3.467, 2.727, -2.532], [-3.397, 5.638, 3.011], [-3.139, 1.525, -3.690], [-3.225, 1.985, 0.171], [3.740, -0.996, -0.521], [-3.887, 2.190, 1.542], [-1.632, 5.255, 1.507], [-5.894, -1.474, -2.999], [1.535, -4.371, 3.904], [3.992, 1.544, 2.798], [3.806, 1.534, -4.174], [-3.595, -1.114, -2.235], [0.772, 5.162, -0.084], [3.644, 3.233, 2.925], [0.732, 3.437, 0.330], [-4.259, 0.427, 4.219], [6.774, -5.890, -0.014], [1.805, -2.751, 1.102], [0.726, 0.500, -6.231], [4.680, -1.358, -0.117], [-2.937, -0.649, 0.255], [5.018, 2.765, -3.964], [-3.551, 2.367, -3.140], [1.886, -6.947, 5.406], [-3.470, 6.723, 2.985], [2.871, -1.551, -0.170], [-3.342, 3.006, 2.034], [1.862, -0.019, -5.028], [0.930, -4.641, -1.147], [-3.680, 5.309, 4.009], [-0.008, 2.268, 4.384], [-3.942, -2.305, -0.979], [-3.343, 2.961, -0.309], [3.413, 2.370, 1.372], [-4.659, -0.370, 0.497], [-3.499, 1.561, -4.717], [1.801, 1.646, -5.519], [1.224, 0.939, -0.819], [-6.972, -1.351, -3.084], [-0.786, 2.378, 2.773], [-2.143, 1.863, 0.289], [-4.155, 2.177, 4.111], [0.279, -3.476, 1.638], [1.799, -3.712, -2.348], [-3.640, 0.646, -3.280], [1.782, -5.391, -2.538], [3.548, 0.013, -0.146], [0.039, 0.802, 0.495], [-1.401, 1.319, 4.088], [-5.741, -2.546, -3.205], [6.144, -6.461, -1.544], [-4.113, 5.186, 2.323], [3.495, 3.264, -4.617], [-0.502, 4.109, -0.675], [6.958, -4.825, -1.409], [0.919, -2.164, 2.524], [-4.932, 2.467, 1.365], [1.142, -5.429, 5.976], [-0.514, 1.103, -1.168], [2.880, -5.805, 6.287], [-5.572, 1.296, 3.363], [-5.296, -0.917, -3.728]], "spin_multiplicity": 1, "e_lumo_ev": 0.539, "energy_ev": -70180.755, "mol_weight_g_mol": 707.72, "orbital_gap_ev": 10.1, "smiles": "COC(=O)OC.COC(=O)OC.COC(=O)OC.COC(=O)OC.COC(=O)OC.COCCOCCOC.CC#N.CC#N.CC#N", "e_above_lowest_kj_mol": 0.00}